A 2-piece molecular cluster, CHF4N2 overall. Source: the Open Molecules 2025 dataset; level of theory: wB97M-V/def2-TZVPD.

```
8
Properties=species:S:1:pos:R:3
F -1.64096 -1.59892 0.49543
F -0.36980 2.46175 -0.23823
F 2.16541 0.43620 0.41441
F 1.72413 -1.05390 -0.87822
N -1.21129 -0.33411 0.21383
N 1.22118 -0.27158 0.02094
C -0.02049 0.01808 0.18066
H -1.86818 0.34249 -0.20881
```

Its charge is +1. The calculation puts the HOMO-LUMO gap (spin up / spin down) at 9.95 / 7.70 eV. The value obtained for the relative energy (zero: lowest compared OMol25 entry of this formula, charge and spin) is 531.1 kJ/mol. The calculation puts the LUMO energy (spin up / spin down) at -8.503 / -8.673 eV. Its multiplicity is 1. The value obtained for the HOMO energy (spin up / spin down) is -18.45 / -16.37 eV.



A 2-piece molecular cluster, C12H15N3O5 overall. Source: the Open Molecules 2025 dataset; level of theory: wB97M-V/def2-TZVPD.

```
35
Properties=species:S:1:pos:R:3
O 2.94226 -0.68334 -3.55832
O -4.58739 -1.06449 2.55417
O -4.36743 1.12337 2.55450
O 4.96955 0.82981 2.55445
O 4.27644 -1.17912 1.92901
N 4.05565 -0.01037 2.36486
N 2.10049 0.07403 -1.04379
N -3.87988 -0.02976 2.55407
C -2.46514 -0.17750 2.55221
C -0.26277 0.82484 2.44580
C 1.54403 -0.48901 -3.34500
C -1.89910 -1.47269 2.51925
C -0.52804 -1.60908 2.39793
C 3.52443 0.07249 -1.32012
C 1.18344 -0.68087 -1.87384
C 1.76407 -0.64412 2.20042
C 3.75962 0.22360 -2.82101
C -1.64350 0.96774 2.54188
C 0.33081 -0.46906 2.34460
C 2.70242 0.27393 2.58514
H 0.17809 -0.27289 -1.70184
H 4.01254 -0.83972 -0.92253
H -2.56671 -2.33141 2.56061
H 0.37996 1.70734 2.43018
H 3.53712 1.27302 -3.10053
H 1.91660 -0.06962 -0.05968
H -2.11684 1.94684 2.58648
H 1.23932 0.53331 -3.64563
H 1.06345 -1.24569 -3.98231
H 4.78959 -0.04756 -3.09374
H 2.45467 1.24082 3.01701
H 3.95634 0.94307 -0.80419
H 1.18378 -1.75409 -1.60042
H 2.10190 -1.63153 1.86843
H -0.07780 -2.60633 2.35976
```

The calculation puts the HOMO-LUMO gap at 6.44 eV. The value obtained for the relative energy (zero: lowest compared OMol25 entry of this formula, charge and spin) is 759.6 kJ/mol. The SMILES is O=[N+]([O-])/C=C/c1ccc([N+](=O)[O-])cc1.C1COCCN1. The calculation puts the LUMO energy at -2.291 eV. Its multiplicity is 1. The value obtained for the HOMO energy is -8.74 eV.



A 14-piece molecular cluster, C3H34NO15 overall. Source: the Open Molecules 2025 dataset; level of theory: wB97M-V/def2-TZVPD.

```
53
Properties=species:S:1:pos:R:3
O 2.18428 -1.41291 -1.62676
O -2.06529 -3.65648 -0.23878
O -3.91081 -0.51974 -1.52886
O -1.37561 1.76024 -3.41371
O 2.07315 1.07352 3.11136
O 1.39770 -2.90931 3.72764
O 2.36794 -3.83318 0.18145
O -0.90638 3.76704 -0.98821
O -2.09227 -1.14985 1.22089
O 0.08390 4.28271 1.51251
O -0.05963 -3.67240 1.50095
O 2.53088 3.24363 1.01501
O 3.26604 0.51934 -3.61271
O 0.83106 -0.50762 -3.15835
O -3.11312 1.74787 0.52405
N -0.40094 0.79928 1.22269
C 0.12785 -0.29098 -0.93815
C 0.63476 -0.03866 0.50168
C 1.16634 -0.83876 -1.86539
H -1.63880 -1.99138 1.26764
H -3.93708 2.21747 0.60402
H -0.11284 0.84106 2.23618
H 0.87196 -0.98450 1.04319
H 2.18259 -2.37309 3.51442
H -0.89630 3.14147 -1.74597
H 1.58210 -0.36353 -3.77534
H 2.94414 4.09995 0.89675
H -1.39724 0.44089 1.06925
H 2.87008 -4.52647 -0.29398
H -2.20440 1.32238 -3.25050
H 0.74619 -3.73086 0.99457
H -3.43803 -1.35057 -1.41513
H 1.16656 -2.56043 4.60039
H 0.11109 -3.81298 2.41507
H 1.56870 3.40970 1.07760
H -4.82528 -0.76953 -1.61174
H 2.44047 1.59461 2.37945
H -0.69991 1.10009 -3.50500
H 0.12626 4.75140 0.63380
H 4.20803 0.31602 -3.70670
H -3.04865 -1.18503 1.09061
H -0.32830 0.65040 -1.32832
H -1.62119 4.29628 -1.38941
H 3.14791 1.27283 -4.27207
H -2.47448 -4.51389 -0.24052
H -0.80923 4.07470 1.75660
H -0.72636 -0.96934 -0.86095
H 2.73521 1.01187 3.79788
H -0.44407 1.76020 0.87973
H -1.33141 -3.71732 0.41000
H 1.64830 0.38575 0.48704
H 1.98940 -3.42800 -0.62271
H -3.14525 1.22610 -0.28317
```

Its charge is +1. The calculation puts the HOMO-LUMO gap at 11.27 eV. The value obtained for the relative energy (zero: lowest compared OMol25 entry of this formula, charge and spin) is 0.0 kJ/mol. The calculation puts the LUMO energy at -2.302 eV. Its multiplicity is 1. The value obtained for the HOMO energy is -13.57 eV.



C11H30ClI2N2P2PmS as an isolated structure. Source: the Open Molecules 2025 dataset; level of theory: wB97M-V/def2-TZVPD.

```
50
Properties=species:S:1:pos:R:3
Pm 0.00000 0.00000 0.00000
I -0.22642 -2.47494 -1.14408
I 0.35387 2.32875 1.38877
Cl -0.98053 1.12885 -1.88968
S 0.82300 -0.86843 1.60266
P -2.24477 -0.15923 0.78379
P 2.05855 0.35424 -1.14681
N 2.53235 -2.56126 2.72424
N 1.03255 -1.23290 4.23418
C 0.46827 0.06102 4.57316
C 2.45107 2.10366 -1.47963
C 2.61355 -3.41918 1.55426
C -3.08768 1.44202 1.00785
C 2.13316 -0.39260 -2.80866
C 1.48962 -1.57186 2.90081
C 3.60040 -2.70912 3.70186
C 1.06134 -2.21179 5.31127
C -2.41614 -1.01155 2.38967
C -3.37339 -1.04830 -0.33924
C 3.52291 -0.29866 -0.27299
H -2.01901 -2.02637 2.29723
H 2.18838 -1.47913 -2.72843
H -2.65764 1.97700 1.85574
H 2.56414 -4.48120 1.87409
H 3.59479 -3.73544 4.12599
H 2.70265 2.61479 -0.54928
H 3.60010 0.18405 0.70531
H 3.00775 -0.00545 -3.34151
H 3.40080 -1.37586 -0.12834
H 1.78472 -3.24980 0.84794
H 3.28820 2.16009 -2.18330
H -3.46536 -1.05741 2.69758
H 0.03249 -2.36198 5.70256
H -3.14216 -2.11444 -0.33386
H 1.70904 -1.85286 6.13893
H -2.93424 2.03733 0.10405
H -1.83846 -0.47203 3.14535
H 3.57965 -3.26450 1.03215
H 4.43619 -0.10915 -0.84557
H -3.22332 -0.66154 -1.35034
H -4.40755 -0.88159 -0.02047
H -0.56726 -0.05908 4.95299
H 0.45988 0.75063 3.72019
H 1.56446 2.57589 -1.91031
H 1.40729 -3.20721 4.97110
H 1.07757 0.53117 5.37373
H 3.52699 -1.96622 4.52136
H 1.21789 -0.12635 -3.34335
H -4.15695 1.27008 1.16901
H 4.58018 -2.53208 3.20930
```

Its charge is +2. The calculation puts the HOMO-LUMO gap (spin up / spin down) at 5.64 / 4.47 eV. As for the expectation value of S²: 6.0694. The calculation puts the LUMO energy (spin up / spin down) at -8.948 / -10.166 eV. Its multiplicity is 5. The value obtained for the HOMO energy (spin up / spin down) is -14.59 / -14.63 eV.



Maximum force for the records above, in order: 4.41; 4.22; 2.60; 12.15 eV/A